*one*
18
Properties=species:S:1:pos:R:3 method="wB97M-V/def2-TZVPD" spin_multiplicity=2 gap_ev="11.6343 / 7.6216" s2=0.754
O 0.40 0.06 2.27
O 2.58 -0.39 2.37
C 1.38 -1.99 1.27
C 1.37 -0.64 2.06
C -1.89 0.13 -0.97
C -0.64 0.85 -0.43
C -0.10 1.76 -1.52
H 2.33 -2.49 1.52
H -2.78 0.75 -1.12
H -2.22 -0.80 -0.47
H 0.07 0.10 -0.12
H 0.95 1.96 -1.34
H -1.67 -0.27 -1.96
H -0.90 1.38 0.50
H 1.31 -1.79 0.21
H -0.71 2.68 -1.45
H -0.16 1.36 -2.54
H 0.66 -2.66 1.74

***

*two*
18
Properties=species:S:1:pos:R:3 method="wB97M-V/def2-TZVPD" spin_multiplicity=2 gap_ev="11.3947 / 7.6032" s2=0.755
O -1.02 -2.10 -3.23
O -1.40 -3.30 -1.35
C 0.60 -0.91 -0.82
C -0.26 2.75 2.35
C -0.26 1.85 1.12
C 0.63 -2.32 -1.44
C -0.75 -2.58 -2.16
H 0.85 -3.08 -0.71
H -1.23 1.37 0.96
H -0.21 -0.88 -0.10
H 1.33 -2.23 -2.27
H -0.14 2.33 0.15
H -0.67 2.18 3.18
H -0.79 3.68 2.23
H 0.45 1.06 1.31
H 0.55 -0.06 -1.48
H 1.54 -0.89 -0.26
H 0.75 3.14 2.53

***

*three*
18
Properties=species:S:1:pos:R:3 method="wB97M-V/def2-TZVPD" spin_multiplicity=2 gap_ev="10.9352 / 7.8258" s2=0.754
O -2.03 -0.76 3.17
O -2.37 0.27 0.83
C -0.76 0.31 -0.98
C 0.68 0.70 -1.32
C -1.09 0.59 0.49
C 2.49 -0.96 -0.92
C 1.73 0.04 -0.47
H -0.83 1.63 0.73
H -0.97 -0.74 -1.19
H 0.83 0.55 -2.38
H 0.83 1.76 -1.09
H 3.15 -1.50 -0.25
H -1.41 0.91 -1.61
H -1.65 -1.53 2.74
H -2.38 -0.21 2.44
H -0.39 0.03 1.13
H 1.72 0.16 0.61
H 2.45 -1.27 -1.95

***

Most stable to least stable, the ends of the list are *two* and *three*.

***

*one*
80
Properties=species:S:1:pos:R:3 method="wB97M-V/def2-TZVPD" spin_multiplicity=2 gap_ev="5.0845 / 5.6295" charge=+1 s2=0.793
Ir 0.62 -2.11 -0.84
Cl 6.07 -3.36 -1.70
S 1.47 -1.71 -2.93
F -0.49 4.45 -1.53
O -1.24 -1.59 -1.16
O 0.70 -0.13 -0.24
O 0.03 -2.38 3.28
O 0.52 -4.02 -1.40
O 0.27 -2.70 1.10
N -1.56 5.71 0.77
N 0.92 -4.29 -2.66
N -1.22 1.43 3.00
N -1.56 7.97 1.84
C -3.26 2.37 4.18
C 0.04 -1.98 2.13
C -1.18 4.35 0.74
C -2.92 6.06 1.14
C -0.61 3.74 -0.39
C 4.29 -6.13 0.60
C 0.85 -5.60 -3.01
C -1.86 -1.83 -2.40
C -1.00 2.22 1.89
C 1.24 -6.01 -4.25
C 6.52 -6.87 0.12
C -0.38 1.66 0.77
C -1.31 8.09 0.36
C 6.75 -5.72 -0.62
C 5.75 -4.78 -0.75
C 1.72 -5.05 -5.15
C 5.28 -7.07 0.73
C 4.47 -4.94 -0.15
C 0.05 0.26 0.76
C -2.80 1.17 4.96
C 1.39 -3.33 -3.49
C -2.86 7.26 2.10
C -0.20 2.44 -0.38
C -0.27 -0.50 1.91
C -1.01 6.68 -0.18
C 3.44 -4.01 -0.26
C -1.90 -0.56 -3.23
C -0.84 0.13 2.97
C 1.79 -3.74 -4.77
C -1.36 3.58 1.87
C -3.26 -2.35 -2.10
C -1.81 1.99 4.20
H -3.52 6.31 0.25
H 3.59 -3.08 -0.81
H -1.32 -2.61 -2.96
H -3.67 7.97 1.93
H -0.82 7.40 2.23
H 5.10 -7.97 1.31
H -3.41 5.22 1.62
H -2.46 0.20 -2.69
H -1.00 -0.44 3.88
H -3.55 3.26 4.73
H -2.76 1.23 6.04
H -2.85 6.96 3.14
H -2.39 -0.73 -4.19
H 2.15 -2.97 -5.44
H -3.81 -1.60 -1.52
H -0.89 -0.19 -3.42
H -3.81 -2.54 -3.03
H 0.46 -6.24 -2.23
H 0.07 6.53 -0.25
H -3.21 -3.27 -1.52
H -1.43 6.59 -1.18
H -1.12 2.60 4.77
H 3.33 -6.28 1.08
H -3.80 2.18 3.27
H 7.31 -7.60 0.22
H -1.55 8.88 2.29
H 2.04 -5.34 -6.14
H -2.22 8.51 -0.07
H 1.18 -7.05 -4.50
H -3.07 0.20 4.57
H -0.49 8.78 0.20
H 7.70 -5.55 -1.10
H 0.23 1.98 -1.26
H 2.48 -4.20 0.20
H -1.78 4.03 2.76

***

*two*
80
Properties=species:S:1:pos:R:3 method="wB97M-V/def2-TZVPD" spin_multiplicity=2 gap_ev="4.6298 / 5.5660" charge=+1 s2=0.792
Ir 0.80 1.39 -2.21
Cl -0.03 7.50 -1.28
S 0.47 2.62 -0.34
F -3.91 -1.55 1.84
O 1.64 2.11 -3.79
O 3.86 -1.16 -1.32
O -0.26 0.01 -1.04
O -0.94 2.18 -2.90
O 2.61 0.65 -1.63
N -3.17 -4.58 5.74
N 1.33 -3.05 1.13
N -2.88 -3.63 3.45
N -1.59 2.95 -2.00
C 0.32 -0.85 -0.34
C 1.33 -5.57 1.44
C 0.01 -2.68 1.33
C 2.53 7.16 -0.54
C 1.89 -4.22 1.78
C -1.84 4.06 0.06
C 3.76 6.52 -0.55
C 2.79 1.55 -4.42
C -2.76 3.46 -2.44
C 3.96 5.40 -1.35
C 1.67 5.57 -2.19
C 0.66 5.05 -3.00
C 1.70 -1.22 -0.40
C -3.03 4.59 -0.36
C -2.11 -2.95 2.47
C 1.51 6.69 -1.34
C -3.51 4.29 -1.64
C -2.61 -1.90 1.70
C 2.10 -2.31 0.31
C -4.39 -3.81 5.33
C -0.51 -1.60 0.60
C -4.04 -3.01 4.07
C 2.69 -5.17 0.95
C 2.81 -0.54 -1.20
C -2.88 -5.68 4.74
C -1.84 -1.22 0.80
C 2.59 0.08 -4.73
C 2.99 2.36 -5.70
C -1.08 3.22 -0.78
C -0.79 -3.33 2.28
C -3.05 -5.07 3.34
C 2.94 4.93 -2.15
H 1.69 -0.05 -5.35
H 3.45 -0.32 -5.28
H -3.58 -6.49 4.94
H 0.87 4.17 -3.59
H 3.56 -5.61 1.40
H -4.69 -3.18 6.16
H -3.02 3.17 -3.44
H 3.95 2.11 -6.16
H -2.31 -5.49 2.67
H -3.79 -1.98 4.33
H -1.43 4.28 1.03
H 2.98 3.42 -5.48
H 2.79 -4.95 -0.11
H 3.66 1.67 -3.78
H 2.22 -4.04 2.79
H -3.25 -4.96 6.68
H -2.38 -3.94 5.71
H 2.36 8.03 0.08
H 3.14 -2.62 0.22
H -3.59 5.23 0.30
H -4.43 4.69 -2.01
H 4.56 6.89 0.08
H -0.33 5.49 -3.03
H -4.04 -5.32 2.93
H 0.53 -5.60 0.70
H 2.49 -0.51 -3.82
H -0.37 -4.12 2.88
H -5.17 -4.55 5.15
H -2.25 -0.41 0.23
H 2.20 2.14 -6.42
H 3.07 4.05 -2.77
H -1.86 -6.02 4.94
H -4.92 -2.98 3.42
H 1.26 -6.30 2.23
H 4.91 4.89 -1.35

***

Most stable to least stable, the ends of the list are *one* and *two*.

***

*one*
23
Properties=species:S:1:pos:R:3 method="wB97M-V/def2-TZVPD" spin_multiplicity=2 gap_ev="3.0737 / 7.0099" charge=-1 s2=0.761
C 0.74 -0.48 -0.75
C 0.50 0.36 -1.83
C 1.73 -0.18 0.18
C -1.46 -0.50 2.64
C -0.16 -0.18 -3.03
C 1.21 2.18 -0.51
C -1.30 -1.77 1.97
C 0.58 1.73 -1.63
C 1.83 1.29 0.43
H 0.55 -0.87 -3.48
H -0.27 -1.82 1.57
H 2.32 1.64 1.28
H -0.84 -0.30 3.53
H 2.05 -0.89 0.96
H -2.56 -0.26 2.68
H -1.37 -2.66 2.56
H 0.17 -1.42 -0.71
H -1.19 0.41 2.19
H 1.13 3.30 -0.20
H -2.04 -1.98 1.14
H 0.04 2.43 -2.30
H -1.18 -0.60 -3.00
H -0.46 0.58 -3.69

***

*two*
23
Properties=species:S:1:pos:R:3 method="wB97M-V/def2-TZVPD" spin_multiplicity=2 gap_ev="2.8542 / 6.9438" charge=-1 s2=0.761
C -0.02 -0.86 3.37
C 1.26 -0.96 2.57
C 1.00 0.67 -2.85
C -2.38 -0.41 -1.41
C 1.59 1.31 -1.74
C -1.02 0.27 -1.54
C -0.44 0.91 -0.41
C 0.96 1.24 -0.52
C -0.33 0.14 -2.73
H 1.03 -0.90 1.50
H -0.86 -1.47 3.03
H -2.29 -1.18 -0.65
H -0.76 -0.40 -3.57
H -1.09 1.12 0.42
H -0.34 0.18 3.45
H 2.58 1.76 -1.79
H 1.56 0.65 -3.78
H 1.81 -1.89 2.76
H 0.16 -1.07 4.44
H 1.38 1.61 0.42
H 1.97 -0.17 2.77
H -3.15 0.36 -1.40
H -2.60 -0.92 -2.36

***

Most stable to least stable, the ends of the list are *two* and *one*.